{
  "formula": "C22H42NP3PrSSe",
  "method": "wB97M-V/def2-TZVPD",
  "symbols": ["Pr", "P", "P", "P", "H", "C", "C", "H", "C", "C", "C", "C", "C", "C", "C", "C", "C", "H", "H", "H", "H", "H", "H", "H", "H", "H", "H", "H", "H", "H", "H", "H", "H", "H", "H", "H", "H", "H", "H", "H", "H", "H", "H", "H", "H", "H", "C", "C", "C", "C", "C", "C", "Se", "H", "H", "H", "H", "H", "H", "S", "C", "N", "C", "C", "C", "C", "H", "H", "H", "H", "H"],
  "coordinates": [[-0.483, 0.312, 0.085], [-1.190, -2.351, 1.105], [1.820, -0.524, 2.287], [1.563, -1.668, -1.039], [-2.706, 4.320, -6.341], [-2.739, 3.379, -6.908], [-3.753, 2.506, -6.843], [-4.693, 2.752, -6.354], [-2.665, -1.988, 2.142], [-0.431, -3.674, 2.098], [-1.981, -3.314, -0.249], [3.205, 0.680, 2.397], [1.285, -0.412, 4.039], [2.834, -2.046, 2.481], [0.969, -1.682, -2.790], [1.864, -3.464, -0.829], [3.288, -1.148, -1.350], [-1.900, 3.200, -7.603], [-3.683, 1.571, -7.398], [-3.183, -1.105, 1.751], [-2.319, -1.777, 3.159], [-3.342, -2.852, 2.143], [-0.113, -3.261, 3.062], [0.442, -4.080, 1.581], [-1.153, -4.481, 2.274], [-2.640, -2.631, -0.813], [-2.568, -4.139, 0.188], [-1.211, -3.707, -0.926], [3.823, 0.459, 3.283], [2.789, 1.692, 2.481], [3.809, 0.605, 1.488], [2.144, -0.603, 4.702], [0.514, -1.170, 4.217], [0.883, 0.587, 4.232], [3.460, -1.949, 3.379], [3.481, -2.185, 1.609], [2.178, -2.913, 2.602], [1.633, -2.319, -3.393], [0.971, -0.653, -3.164], [-0.055, -2.075, -2.829], [2.510, -3.805, -1.653], [0.920, -4.017, -0.858], [2.366, -3.664, 0.126], [3.739, -1.841, -2.076], [3.872, -1.160, -0.419], [3.286, -0.126, -1.749], [0.736, 2.490, -2.578], [-0.645, 2.229, -2.739], [-1.226, 2.365, -4.001], [-0.469, 2.960, -5.017], [0.851, 3.385, -4.835], [1.461, 3.144, -3.607], [1.646, 1.948, -1.008], [-1.097, -0.297, -1.719], [-1.269, 1.866, -1.899], [-2.250, 2.034, -4.189], [-0.914, 3.141, -5.982], [1.382, 3.899, -5.644], [2.492, 3.432, -3.433], [-2.384, 1.819, 1.539], [-1.778, 1.906, 3.135], [-2.438, 1.184, 4.110], [-2.119, 1.273, 5.451], [-1.097, 2.099, 5.848], [-0.398, 2.859, 4.888], [-0.745, 2.756, 3.543], [-3.193, 0.557, 3.823], [-2.717, 0.656, 6.129], [-0.851, 2.197, 6.913], [0.396, 3.535, 5.189], [-0.213, 3.287, 2.753]],
  "mulliken_charge": [-0.273, 1.076, 0.774, 0.907, 0.405, -0.629, -0.476, 0.288, -1.178, -1.374, -1.230, -1.392, -1.022, -1.445, -1.218, -1.373, -1.144, 0.244, 0.255, 0.361, 0.301, 0.472, 0.346, 0.339, 0.545, 0.365, 0.488, 0.286, 0.495, 0.370, 0.364, 0.550, 0.321, 0.099, 0.558, 0.366, 0.320, 0.520, 0.295, 0.345, 0.559, 0.371, 0.338, 0.508, 0.286, 0.325, 0.561, 0.201, -0.773, 0.238, -0.790, -0.659, 0.054, 0.041, 0.351, 0.442, 0.063, 0.430, 0.464, -0.382, 0.504, -0.051, -0.280, -0.456, -0.386, -0.423, 0.325, 0.450, 0.446, 0.459, 0.478],
  "lumo_energy_ev": [-10.5939, -12.4338],
  "spin_multiplicity": 3,
  "charge": 3,
  "gap_ev": [5.1, 3.3],
  "s2": 2.49
}



{
  "formula": "C2H7NS",
  "method": "wB97M-V/def2-TZVPD",
  "symbols": ["C", "N", "C", "H", "H", "H", "H", "H", "S", "H", "H"],
  "coordinates": [[1.171, -0.970, 1.636], [0.602, -0.248, 0.654], [0.343, -0.668, -0.662], [1.759, -1.870, 1.317], [1.067, -0.644, 2.683], [-0.560, -1.356, -0.812], [0.032, 0.273, -1.203], [1.082, -1.173, -1.210], [-2.366, 2.214, -0.728], [-1.693, 2.362, -1.855], [-1.437, 2.081, 0.179]],
  "mulliken_charge": [-0.282, -0.317, -0.653, 0.225, 0.264, 0.269, 0.124, 0.377, -0.296, 0.135, 0.155],
  "lumo_energy_ev": 0.8338,
  "spin_multiplicity": 1,
  "gap_ev": 10.2
}



{
  "formula": "CH3N3S",
  "method": "wB97M-V/def2-TZVPD",
  "symbols": ["H", "N", "N", "H", "N", "C", "S", "H"],
  "coordinates": [[-1.016, -1.035, 2.871], [-1.114, -1.829, 2.086], [-1.024, -1.313, 0.980], [-1.282, -1.965, 0.230], [1.749, 1.806, -1.960], [0.827, 1.515, -1.255], [-0.224, 1.442, -0.137], [2.084, 1.379, -2.815]],
  "mulliken_charge": [0.234, -0.416, -0.003, 0.199, -0.393, 0.413, -0.324, 0.290],
  "lumo_energy_ev": 0.7595,
  "spin_multiplicity": 1,
  "gap_ev": 9.7
}



Taking the records one at a time from the top gives energy above the lowest of the compared OMol25 structures with the same formula, charge and spin values of 291.6 172.0 54.7 kJ/mol.